# C11H22N2P

A cluster of 2 separate species, C11H22N2P in total (ωB97M-V with the def2-TZVPD basis set, the Open Molecules 2025 dataset).

The geometry in XYZ format:
```
36
Properties=species:S:1:pos:R:3
C 3.509 -0.102 -0.468
C 3.316 0.680 0.619
C 1.301 -0.090 -0.128
C 4.255 1.513 1.341
C -3.528 1.508 -0.653
C -1.139 2.184 -1.116
C -0.882 -1.660 1.680
C -2.946 -2.526 0.483
C 2.062 -1.403 -2.077
C -2.051 1.340 -0.268
C -2.184 -1.263 0.969
N 2.277 -0.528 -0.948
N 1.891 0.701 0.771
P -1.670 -0.448 -0.611
H 4.408 -0.542 -1.021
H 5.344 1.283 1.085
H 4.096 2.604 1.082
H 4.050 1.504 2.514
H -3.982 2.255 0.045
H -3.381 1.919 -1.599
H -3.989 0.481 -0.631
H -0.053 2.018 -0.806
H -1.218 3.349 -1.190
H -1.086 1.986 -2.249
H -0.959 -1.460 2.664
H -0.676 -2.708 1.526
H -0.054 -1.121 1.244
H -3.231 -3.214 1.342
H -2.283 -3.074 -0.192
H -3.807 -2.207 -0.054
H 2.174 -2.427 -1.893
H 1.099 -1.342 -2.529
H 2.782 -1.218 -2.947
H -1.949 1.609 0.780
H -2.999 -0.813 1.573
H 1.502 1.214 1.663
```

Computed properties:
total charge = +1
HOMO level = -12.27 eV
frontier orbital gap = 0.26277 Ha
relative energy (zero: lowest compared OMol25 entry of this formula, charge and spin) = 356.7 kJ/mol

Atomic charges from the natural (NBO) analysis, expressed in e, are listed below: -0.06, 0.10, 0.24, -0.66, -0.60, -0.67, -0.63, -0.60, -0.41, -0.61, -0.63, -0.40, -0.57, 1.16, 0.25, 0.26, 0.24, 0.23, 0.25, 0.23, 0.20, 0.23, 0.25, 0.23, 0.23, 0.23, 0.23, 0.24, 0.21, 0.21, 0.22, 0.23, 0.23, 0.24, 0.26, 0.45

# C11H22N3

The ion C11H22N3 with charge +1 (ωB97M-V with the def2-TZVPD basis set, the Open Molecules 2025 dataset).

The geometry in XYZ format:
```
36
Properties=species:S:1:pos:R:3
C 2.545 -1.170 -0.933
C 1.294 -0.657 -0.924
N 0.289 -1.552 -1.184
C -0.867 -1.470 -0.614
C -2.006 -2.339 -0.917
C -1.131 -0.435 0.446
C -1.423 -1.141 1.770
N -2.264 0.483 0.021
C 0.124 0.597 0.621
C -0.274 1.860 1.404
N 1.175 -0.051 1.481
C 0.932 0.799 -0.627
C 2.170 1.736 -0.542
C 0.135 1.275 -1.895
H 2.639 -2.318 -1.145
H 3.433 -0.542 -1.064
H -1.730 -3.422 -0.954
H -2.498 -2.049 -1.871
H -2.903 -2.186 -0.282
H -0.996 -2.143 1.940
H -2.506 -1.302 1.777
H -1.135 -0.444 2.541
H -3.004 0.475 0.790
H -2.439 0.187 -0.905
H -0.261 1.678 2.474
H -1.271 2.060 1.057
H 0.304 2.689 1.035
H 1.610 -0.874 1.042
H 0.792 -0.086 2.413
H 1.917 0.534 1.479
H 1.900 2.742 -0.478
H 2.733 1.551 -1.575
H 2.912 1.374 0.152
H -0.424 2.318 -1.742
H -0.674 0.490 -2.194
H 0.901 1.332 -2.597
```

Computed properties:
total charge = +1
SMILES string = C=C1N=C(C)[C@](C)(N)[C@@](C)([NH3+])C1(C)C
HOMO level = -12.45 eV
frontier orbital gap = 0.34547 Ha
relative energy (zero: lowest compared OMol25 entry of this formula, charge and spin) = 91.4 kJ/mol

Atomic charges from the natural (NBO) analysis, expressed in e, are listed below: -0.46, 0.13, -0.45, 0.34, -0.71, 0.05, -0.65, -0.85, 0.22, -0.68, -0.72, -0.14, -0.62, -0.59, 0.25, 0.22, 0.27, 0.26, 0.24, 0.25, 0.25, 0.20, 0.40, 0.39, 0.21, 0.28, 0.24, 0.47, 0.43, 0.42, 0.24, 0.25, 0.20, 0.23, 0.21, 0.22

# C11H22NO4

A cluster of 2 separate species, C11H22NO4 in total (ωB97M-V with the def2-TZVPD basis set, the Open Molecules 2025 dataset).

The geometry in XYZ format:
```
38
Properties=species:S:1:pos:R:3
C 3.784 -0.829 0.497
C 3.390 0.481 -0.180
C 2.912 1.549 0.812
C 1.915 2.559 0.272
N 0.437 2.177 0.272
C -0.123 1.842 1.644
C -0.150 0.343 1.916
O -0.829 -0.328 0.883
C -0.091 -0.230 -0.315
C -0.044 1.213 -0.795
H 4.322 -0.642 1.429
H 2.911 -1.441 0.741
H 4.432 -1.423 -0.144
H 2.617 0.290 -0.931
H 4.232 0.883 -0.746
H 3.766 2.147 1.140
H 2.526 1.103 1.734
H 2.139 2.835 -0.760
H 1.932 3.468 0.876
H -0.012 3.060 0.032
H 0.466 2.386 2.380
H -1.148 2.213 1.649
H 0.861 -0.064 2.039
H -0.692 0.167 2.845
H 0.916 -0.640 -0.184
H -0.607 -0.821 -1.071
H 0.621 1.332 -1.651
H -1.047 1.542 -1.066
C -3.180 -2.765 -0.744
C -3.856 -1.527 -1.317
O -4.701 -2.076 -2.321
C -4.939 -3.386 -2.032
O -5.726 -4.070 -2.588
O -4.140 -3.783 -1.007
H -2.997 -2.716 0.327
H -2.255 -3.015 -1.270
H -4.469 -1.012 -0.574
H -3.175 -0.822 -1.790
```

Computed properties:
total charge = +1
HOMO level = -12.96 eV
frontier orbital gap = 0.35478 Ha
relative energy (zero: lowest compared OMol25 entry of this formula, charge and spin) = 183.8 kJ/mol

Atomic charges from the natural (NBO) analysis, expressed in e, are listed below: -0.61, -0.41, -0.44, -0.20, -0.34, -0.25, -0.10, -0.50, -0.10, -0.25, 0.22, 0.20, 0.24, 0.18, 0.23, 0.25, 0.21, 0.23, 0.23, 0.44, 0.24, 0.24, 0.19, 0.24, 0.19, 0.23, 0.24, 0.23, -0.10, -0.10, -0.49, 0.96, -0.54, -0.49, 0.21, 0.18, 0.19, 0.18

Record-wise largest force on an atom values, in eV/A: 4.27 4.31 0.25
Record-wise lowest unoccupied orbital energy values, in eV: -5.12 -3.05 -3.31